{
  "formula": "C28H84N14O14",
  "method": "ωB97M-V/def2-TZVPD",
  "elements": ["C", "O", "N", "N", "H", "H", "H", "H", "C", "O", "N", "N", "H", "H", "H", "H", "C", "O", "N", "N", "H", "H", "H", "H", "C", "O", "N", "N", "H", "H", "H", "H", "C", "O", "N", "N", "H", "H", "H", "H", "C", "O", "N", "N", "H", "H", "H", "H", "C", "O", "N", "N", "H", "H", "H", "H", "C", "C", "C", "O", "H", "H", "H", "H", "H", "H", "H", "H", "C", "C", "C", "O", "H", "H", "H", "H", "H", "H", "H", "H", "C", "C", "C", "O", "H", "H", "H", "H", "H", "H", "H", "H", "C", "C", "C", "O", "H", "H", "H", "H", "H", "H", "H", "H", "C", "C", "C", "O", "H", "H", "H", "H", "H", "H", "H", "H", "C", "C", "C", "O", "H", "H", "H", "H", "H", "H", "H", "H", "C", "C", "C", "O", "H", "H", "H", "H", "H", "H", "H", "H"],
  "coordinates": [[1.806, -4.963, -1.630], [1.761, -6.173, -1.432], [2.954, -4.353, -2.037], [0.801, -4.063, -1.459], [2.946, -3.434, -2.432], [3.784, -4.871, -2.263], [-0.029, -4.284, -0.936], [1.070, -3.094, -1.478], [-3.142, 2.910, -2.460], [-2.262, 3.182, -1.649], [-2.846, 2.190, -3.592], [-4.461, 3.192, -2.333], [-1.928, 2.161, -3.993], [-3.638, 1.973, -4.168], [-4.989, 3.012, -3.164], [-4.848, 3.746, -1.589], [2.208, -0.982, 4.404], [2.397, 0.000, 5.126], [1.524, -2.090, 4.785], [2.731, -1.111, 3.157], [1.635, -2.969, 4.315], [0.963, -1.995, 5.614], [2.518, -1.867, 2.518], [3.475, -0.468, 2.928], [-5.745, -1.506, -2.444], [-5.658, -2.223, -1.445], [-4.828, -0.561, -2.744], [-6.591, -1.751, -3.481], [-4.803, 0.005, -3.567], [-4.194, -0.295, -2.005], [-6.422, -1.215, -4.308], [-7.308, -2.450, -3.477], [-2.985, -5.188, -2.514], [-1.967, -5.740, -2.916], [-4.116, -5.881, -2.236], [-3.086, -3.864, -2.241], [-4.053, -6.878, -2.340], [-4.894, -5.517, -1.715], [-2.325, -3.223, -2.145], [-4.022, -3.534, -2.061], [2.928, -4.576, 1.604], [2.306, -3.521, 1.807], [4.073, -4.627, 0.882], [2.648, -5.740, 2.252], [4.241, -3.694, 0.537], [4.544, -5.475, 0.647], [1.799, -5.757, 2.791], [3.210, -6.541, 2.048], [0.326, 2.622, 4.621], [-0.249, 3.672, 4.355], [0.319, 1.511, 3.835], [1.016, 2.371, 5.750], [0.997, 0.795, 4.070], [0.090, 1.655, 2.864], [1.633, 1.595, 5.952], [1.225, 3.064, 6.450], [-0.655, 5.032, 0.798], [-1.979, 5.765, 0.829], [-2.425, 6.254, 2.208], [-1.945, 6.820, -0.147], [-0.590, 4.108, 1.374], [0.003, 5.684, 1.394], [-0.174, 4.939, -0.174], [-2.736, 5.046, 0.500], [-1.789, 7.092, 2.510], [-2.574, 5.508, 2.982], [-3.344, 6.824, 2.034], [-1.025, 7.072, -0.267], [-2.619, -4.509, 1.309], [-1.502, -3.565, 1.672], [-1.668, -2.881, 3.027], [-0.342, -4.416, 1.693], [-2.639, -5.366, 1.984], [-2.713, -4.835, 0.276], [-3.563, -3.992, 1.522], [-1.353, -2.964, 0.766], [-1.616, -3.584, 3.854], [-2.590, -2.291, 3.015], [-0.936, -2.077, 3.146], [0.494, -3.936, 1.795], [0.512, -0.352, 0.678], [-0.277, 0.268, -0.484], [-1.595, -0.411, -0.795], [-0.444, 1.617, -0.187], [1.411, 0.241, 0.846], [0.755, -1.398, 0.490], [-0.080, -0.240, 1.591], [0.333, 0.121, -1.389], [-2.248, -0.396, 0.079], [-1.470, -1.428, -1.178], [-2.070, 0.094, -1.642], [-1.051, 2.130, -0.741], [3.265, 3.770, -2.000], [2.187, 4.227, -2.994], [0.872, 3.437, -2.867], [1.890, 5.570, -2.661], [3.535, 2.712, -1.941], [2.846, 3.998, -1.017], [4.217, 4.295, -2.093], [2.533, 4.136, -4.028], [0.140, 3.775, -3.600], [0.475, 3.568, -1.862], [1.094, 2.397, -3.103], [2.491, 6.235, -3.000], [-4.840, 0.349, 2.043], [-4.457, 1.786, 1.976], [-2.931, 2.014, 2.081], [-4.944, 2.438, 0.802], [-4.652, -0.049, 3.044], [-4.165, -0.246, 1.418], [-5.874, 0.147, 1.772], [-4.936, 2.366, 2.774], [-2.668, 3.036, 1.818], [-2.430, 1.272, 1.463], [-2.740, 1.873, 3.147], [-4.249, 2.604, 0.161], [4.174, 1.467, 1.848], [4.957, 1.597, 0.543], [6.406, 1.322, 0.840], [4.515, 0.529, -0.329], [4.452, 0.537, 2.333], [3.088, 1.423, 1.774], [4.485, 2.272, 2.514], [4.516, 2.478, 0.067], [7.036, 1.565, -0.023], [6.609, 0.265, 1.013], [6.735, 1.903, 1.701], [5.241, 0.445, -0.958], [3.357, 0.047, -4.418], [3.350, -1.290, -3.660], [4.728, -1.791, -3.230], [2.566, -0.985, -2.491], [3.843, 0.836, -3.837], [2.322, 0.363, -4.529], [3.876, 0.037, -5.378], [2.831, -2.003, -4.302], [5.118, -1.013, -2.568], [5.353, -1.983, -4.100], [4.747, -2.630, -2.535], [3.000, -0.254, -2.030]],
  "mulliken_charge": [0.4465, -0.7114, -0.2213, 0.0060, 0.0804, 0.2148, -0.0477, 0.0681, 0.3253, -0.1886, -0.3405, -0.3546, 0.1763, 0.1294, 0.1556, 0.2237, 0.2671, -0.8380, -0.3207, 0.3082, 0.1536, 0.2141, -0.0391, 0.1105, 0.6618, -0.6756, -0.0377, -0.3905, 0.1268, 0.0161, 0.1122, 0.2243, 0.4742, -0.6518, -0.3925, -0.0344, 0.2185, 0.1807, 0.0995, 0.0686, 0.2918, -0.4519, -0.4442, -0.4094, 0.1842, 0.1830, 0.2374, 0.1770, 0.3475, -0.6347, 0.0888, -0.3268, 0.4576, -0.1788, 0.1859, 0.2414, -0.7690, 1.3532, -1.4861, -0.6225, -0.0028, 0.5110, 0.0533, -0.3485, 0.3705, 0.2888, 0.3708, 0.3643, -1.5032, 2.3131, -1.2247, -0.5474, 0.3453, 0.2353, 0.3996, -0.6783, 0.3350, 0.2958, 0.0665, -0.0242, 0.9844, 0.8804, -0.4171, 0.4290, -0.5514, -0.3786, -0.2130, -0.0923, -0.1858, -0.2377, 0.2488, -0.2416, -0.8273, 0.2547, -0.4066, -0.5395, -0.1352, 0.3398, 0.3614, 0.3709, 0.3205, -0.2706, 0.1680, 0.3097, -1.0560, 0.6194, -0.3813, -0.6133, 0.3729, -0.0019, 0.3868, 0.2997, -0.1955, -0.3240, 0.5522, 0.1233, -1.2790, 0.8449, -1.4107, -0.2564, 0.4332, 0.0303, 0.4336, -0.0289, 0.4921, 0.3359, 0.3746, 0.0816, -1.4818, 0.1047, -0.6844, 0.2994, 0.2464, 0.3248, 0.4447, 0.4503, 0.0046, 0.3591, 0.1973, -0.1315],
  "de_lowest_kcal_mol": 23.06,
  "lumo_energy_ev": -0.15,
  "orbital_gap_ev": 8.779
}